w) {"formula": "C2H4ClP", "method": "ωB97M-V/def2-TZVPD", "species": ["Cl", "P", "C", "C", "H", "H", "H", "H"], "coordinates": [[-2.3061, 0.3185, -0.2096], [0.4795, -1.1568, -0.2296], [-1.0381, -0.3075, 0.6825], [1.1173, 0.5015, -0.2397], [1.0398, 1.2548, -0.9305], [1.7741, 0.5784, 0.5527], [-0.9022, 0.1793, 1.7373], [-0.1643, -1.3683, -1.3632]], "orbital_gap_ev": [7.71, 8.27], "smiles": "C=[PH]=CCl", "molar_mass_g_mol": 94.5, "e_homo_ev": [-8.0, -8.3], "e_lumo_ev": [-0.3, 0.0]}

=====

x) {"formula": "C2H4ClP", "method": "ωB97M-V/def2-TZVPD", "species": ["Cl", "P", "C", "C", "H", "H", "H", "H"], "coordinates": [[2.2092, 0.2944, 0.3060], [-0.5969, -1.3063, 0.1244], [-0.7307, 0.5415, 0.1915], [0.3321, -0.0826, -0.6676], [0.4722, 0.2118, -1.6678], [-1.5417, 0.9621, -0.5842], [0.2998, -1.5824, 1.1192], [-0.4440, 0.9615, 1.1784]], "orbital_gap_ev": 9.47, "smiles": "Cl[C@@H]1CP1", "molar_mass_g_mol": 94.5, "e_homo_ev": -9.7, "e_lumo_ev": -0.2}

=====

Quick one: most stable of them? x)